Formula: C28H87N7O12Pt
Source: the Open Molecules 2025 dataset
Level of theory: the ωB97M-V functional and the def2-TZVPD basis

## Properties
- Total charge: +2
- HOMO energy (alpha / beta): -12.10 / -12.56 eV
- Calculated total energy: -68675.3220 eV
- Spin multiplicity: 3
- Max |F|: 3.342 eV/Å
- Orbital gap (alpha / beta): 8.0 / 8.3 eV

The geometry in XYZ format:
```
135
C28H87N7O12Pt (the ωB97M-V functional and the def2-TZVPD basis)
Pt 0.1952 0.4717 -0.6536
O 1.7916 -0.7003 0.3999
H 2.3437 -1.4128 0.0777
H 1.8903 -0.7317 1.3515
O -0.1325 1.8076 -2.3493
H -0.4285 1.5006 -3.2063
H -0.0928 2.7600 -2.4360
O 0.6927 -0.7519 -2.4713
H 0.1976 -0.9078 -3.2756
H 1.6098 -0.7959 -2.7418
O 2.9216 -0.8269 -3.9751
H 3.1200 -0.7778 -4.9102
H 3.7248 -1.1622 -3.5766
O -1.9354 1.6834 3.2589
H -1.8824 2.4599 3.8161
H -2.8254 1.3555 3.3883
C 1.0074 3.3286 2.4530
C 0.8556 2.7689 1.0321
C 2.2809 2.3552 0.4581
O 2.0959 1.9799 -0.8336
C 3.2500 1.5367 -1.5739
N 0.0028 1.6377 1.1767
H 1.7005 4.1586 2.5899
H 1.1273 2.5294 3.1843
H 0.0190 3.6672 2.7638
H 0.3661 3.5199 0.4120
H 2.8107 1.6094 1.0507
H 2.8518 3.2837 0.4733
H 4.0576 2.2685 -1.5553
H 2.9572 1.2764 -2.5911
H 3.5280 0.5658 -1.1638
H -0.7922 2.0685 1.6269
H 0.3765 1.0882 1.9373
C 3.2041 -0.6444 5.8549
C 1.9618 -0.3792 4.9917
C 1.1625 0.7121 5.6986
O 0.5466 0.1270 6.8521
C -0.2263 1.0064 7.6867
N 2.3375 0.0113 3.6596
H 3.8130 -1.3479 5.2871
H 3.0088 -1.1390 6.8064
H 3.6938 0.3246 5.9520
H 1.3957 -1.3012 4.8593
H 0.3909 1.1016 5.0344
H 1.7652 1.5906 5.9287
H -0.4994 0.3722 8.5300
H -1.1021 1.3690 7.1486
H 0.1871 1.9353 8.0796
H 2.9604 -0.6762 3.2603
H 2.9313 0.8277 3.6909
C -0.2198 -3.2632 3.5396
C -1.3381 -2.2855 3.6806
C -1.7575 -2.0201 5.1374
O -2.1514 -3.1027 5.9981
C -3.1885 -3.9553 5.5048
N -0.7943 -1.0582 3.0958
H -0.3774 -4.1806 4.1067
H 0.6289 -2.8200 4.0606
H 0.2040 -3.5331 2.5723
H -2.1918 -2.6234 3.0932
H -2.4865 -1.2135 5.2143
H -0.8546 -1.7042 5.6600
H -3.3606 -4.7686 6.2097
H -3.0834 -4.6061 4.6368
H -4.1490 -3.4650 5.3465
H 0.0881 -0.8840 3.5553
H -1.3228 -0.2238 3.3068
C 3.4522 -4.7998 -1.7644
C 2.4562 -3.8488 -1.2357
C 1.5216 -4.4303 -0.0845
O 0.1136 -4.5835 -0.3865
C -0.1129 -5.6492 -1.2606
N 3.2040 -2.7002 -0.8076
H 4.2695 -4.3983 -2.3635
H 2.8791 -5.5209 -2.3472
H 3.8002 -5.3631 -0.8985
H 1.9222 -3.5849 -2.1485
H 1.3314 -3.7035 0.7052
H 1.9962 -5.2610 0.4377
H 0.3166 -5.5386 -2.2563
H -1.1633 -5.6946 -1.5482
H 0.2656 -6.5944 -0.8716
H 3.6692 -2.3802 -1.6450
H 3.9673 -3.0922 -0.2751
C -3.7689 0.5534 -4.7932
C -2.4240 0.0193 -4.2553
C -2.1220 -1.4053 -4.7998
O -0.9154 -1.8778 -4.1505
C -0.7613 -3.3189 -4.0863
N -1.4025 0.9077 -4.7019
H -3.9664 1.6165 -4.6556
H -4.5880 -0.0489 -4.4004
H -3.7219 0.4247 -5.8746
H -2.4691 0.0427 -3.1665
H -1.9410 -1.3512 -5.8733
H -2.9456 -2.1136 -4.7091
H 0.2843 -3.4757 -3.8210
H -0.9764 -3.8514 -5.0128
H -1.4756 -3.7575 -3.3896
H -1.8248 1.7991 -4.9189
H -1.0753 0.7315 -5.6411
C 0.6020 4.0374 -4.8428
C 0.4511 5.0057 -3.6881
C 0.2501 6.4421 -4.1999
O 0.1988 7.3749 -3.1770
C 0.1768 8.6955 -3.6019
N -0.6881 4.4714 -3.0258
H -0.2831 3.9956 -5.4775
H 0.9703 3.0410 -4.5988
H 1.3934 4.3432 -5.5271
H 1.3582 4.9986 -3.0837
H -0.5879 6.5610 -4.8867
H 1.0892 6.6753 -4.8553
H -0.5063 8.9018 -4.4259
H 1.1956 8.9834 -3.8613
H -0.0988 9.3091 -2.7442
H -1.0086 5.1754 -2.3763
H -1.5013 4.5490 -3.6198
C -2.7347 -2.9487 -0.0469
C -2.0792 -1.5972 -0.4819
C -2.8030 -0.3022 -0.0801
O -2.0833 0.8479 -0.6815
C -2.8640 2.0427 -0.6403
N -0.8309 -1.5209 0.2265
H -2.6946 -3.1327 1.0267
H -2.4102 -3.8979 -0.4732
H -3.8146 -2.9129 -0.1906
H -1.9353 -1.5425 -1.5610
H -3.0377 -0.1629 0.9751
H -3.7448 -0.3580 -0.6261
H -3.8664 1.9403 -1.0561
H -2.3614 2.8588 -1.1593
H -2.9911 2.4849 0.3478
H -1.0240 -1.4995 1.2177
H -0.3927 -2.4069 0.0189
```

---

Formula: C29H108O25
Source: the Open Molecules 2025 dataset
Level of theory: the ωB97M-V functional and the def2-TZVPD basis

## Properties
- Total charge: 0
- HOMO energy: -9.49 eV
- Calculated total energy: -83004.9574 eV
- Max |F|: 1.865 eV/Å
- Orbital gap: 9.7 eV

The geometry in XYZ format:
```
162
C29H108O25 (the ωB97M-V functional and the def2-TZVPD basis)
C -9.7959 -20.2339 -3.4844
O -10.6405 -20.4901 -2.4051
H -10.3149 -19.8485 -4.4034
H -8.9588 -19.5719 -3.2202
H -9.3545 -21.1899 -3.7773
H -11.0372 -19.6404 -2.1455
C -11.2123 -28.5427 -6.6561
O -11.8887 -27.5351 -7.3949
H -11.2015 -28.1693 -5.6151
H -11.7182 -29.5040 -6.6862
H -10.1731 -28.6817 -6.9764
H -12.1552 -27.8768 -8.2519
C -16.1215 -26.2662 -10.8175
O -15.2438 -27.0781 -11.5841
H -15.5193 -25.5553 -10.2492
H -16.8045 -25.6825 -11.4522
H -16.7350 -26.8732 -10.1533
H -15.6327 -27.5261 -12.3279
C -7.8668 -19.1203 -7.2461
O -8.6110 -18.2092 -8.0601
H -7.2549 -19.8312 -7.8013
H -7.2050 -18.5719 -6.5546
H -8.5923 -19.6962 -6.6634
H -8.0786 -17.7981 -8.7908
C -3.9954 -20.3574 -7.0387
O -5.1281 -21.1793 -6.9649
H -4.1566 -19.5191 -7.7541
H -3.8380 -19.9158 -6.0496
H -3.0863 -20.9026 -7.3408
H -5.1407 -21.7982 -7.7470
C -13.2559 -21.3795 -4.5020
O -13.2875 -21.7522 -5.8814
H -12.3723 -21.7878 -4.0226
H -13.2185 -20.2973 -4.3773
H -14.1512 -21.7753 -4.0039
H -12.4207 -21.6719 -6.3345
C -11.2987 -20.4709 -12.4792
O -11.1045 -19.4113 -13.3931
H -10.8889 -20.0347 -11.5637
H -12.3298 -20.7467 -12.3082
H -10.6744 -21.3691 -12.6560
H -11.4594 -19.7100 -14.2401
C -10.9474 -24.3152 -5.2692
O -10.0878 -23.2471 -5.0807
H -12.0207 -24.0439 -5.2112
H -10.8232 -24.7686 -6.2592
H -10.7484 -25.0752 -4.5004
H -10.1009 -22.6094 -5.8342
C -10.8912 -16.8462 -2.9405
O -11.7942 -17.6492 -2.1616
H -9.9588 -16.5924 -2.4182
H -10.6477 -17.4868 -3.7992
H -11.3497 -15.9250 -3.3296
H -11.8308 -17.3662 -1.2282
C -12.8479 -24.2829 -12.0996
O -12.7536 -25.6709 -12.3648
H -11.8635 -23.8281 -12.2193
H -13.5948 -23.8268 -12.7566
H -13.1930 -24.1055 -11.0731
H -13.6447 -26.0238 -12.2191
C -9.8786 -25.6260 -9.5479
O -8.6199 -24.9804 -9.7501
H -10.2406 -25.4959 -8.5304
H -10.5981 -25.1610 -10.2144
H -9.8437 -26.6964 -9.7841
H -8.0590 -25.2974 -9.0242
C -14.9882 -24.8145 -7.4496
O -16.3044 -25.3513 -7.7277
H -14.9297 -24.4387 -6.4312
H -14.2733 -25.6283 -7.5635
H -14.7086 -24.0310 -8.1551
H -16.9529 -24.7114 -7.4156
C -6.7990 -22.7138 -4.3121
O -6.1187 -21.5027 -4.1894
H -6.1151 -23.5757 -4.4617
H -7.3638 -22.8734 -3.3955
H -7.5346 -22.6748 -5.1288
H -5.8474 -21.2072 -5.0769
C -8.5868 -23.7949 -12.9036
O -7.3894 -23.9305 -12.1704
H -9.1808 -24.6957 -12.9362
H -9.2490 -22.9852 -12.5150
H -8.3459 -23.5034 -13.9178
H -7.6131 -24.2582 -11.2670
C -16.1719 -19.8411 -6.2424
O -15.0139 -19.5631 -7.0416
H -17.0562 -19.3942 -6.6987
H -16.3483 -20.9146 -6.1658
H -16.0735 -19.4461 -5.2237
H -14.2972 -20.1364 -6.7064
C -15.9689 -22.4063 -10.9749
O -15.2310 -21.4012 -11.5860
H -15.5819 -22.7007 -9.9870
H -17.0143 -22.1063 -10.8412
H -15.9374 -23.2785 -11.6376
H -15.2081 -20.5993 -11.0062
C -16.6047 -18.2341 -9.9214
O -15.6710 -19.2891 -9.7409
H -17.4967 -18.3671 -9.3156
H -16.1751 -17.2488 -9.7252
H -16.8982 -18.3159 -10.9626
H -15.2852 -19.2811 -8.8300
C -7.6946 -25.1953 -6.6408
O -6.7027 -25.3077 -7.6718
H -7.2688 -25.1862 -5.6367
H -8.1733 -24.2258 -6.7909
H -8.4757 -25.9585 -6.6932
H -6.1470 -26.0541 -7.4203
C -6.6326 -20.4787 -11.5581
O -6.3720 -21.3182 -12.6282
H -6.8158 -19.4757 -11.9418
H -7.5023 -20.7983 -10.9700
H -5.7872 -20.4339 -10.8553
H -6.7089 -22.2212 -12.4362
C -9.0813 -16.6639 -12.4773
O -7.6567 -16.2473 -12.4540
H -9.2620 -17.4377 -13.2247
H -9.2905 -17.0469 -11.4826
H -9.7288 -15.8032 -12.7032
H -7.1861 -16.2349 -13.3047
C -11.9897 -17.5398 -7.0061
O -11.2143 -18.6898 -7.4633
H -11.4772 -17.0738 -6.1469
H -12.0960 -16.7992 -7.7929
H -12.9796 -17.8869 -6.6916
H -10.2773 -18.4436 -7.6127
C -5.4808 -17.0760 -9.8189
O -6.8965 -17.2204 -10.0410
H -4.9394 -17.5310 -10.6595
H -5.1929 -16.0221 -9.7287
H -5.2133 -17.5789 -8.8789
H -7.0968 -16.8694 -10.9475
C -12.7126 -17.6342 -10.8753
O -12.1690 -17.0198 -12.0582
H -13.3755 -18.4746 -11.1232
H -11.9142 -17.9564 -10.1851
H -13.2667 -16.8460 -10.3539
H -11.7287 -17.7647 -12.5289
C -3.5294 -22.6601 -10.5590
C -4.1895 -23.7933 -9.8325
C -3.1702 -24.7229 -9.1694
O -5.0501 -23.2140 -8.8420
H -2.9057 -22.0379 -9.9066
H -4.3000 -22.0141 -10.9752
H -2.9395 -22.9572 -11.4190
H -4.7803 -24.3648 -10.5704
H -3.6255 -25.4844 -8.5152
H -2.5019 -24.0929 -8.5763
H -2.5590 -25.2279 -9.9267
H -5.5948 -23.9189 -8.4417
C -12.2419 -21.5724 -9.1787
C -10.9299 -21.9757 -8.5323
C -9.7171 -21.6432 -9.3684
O -10.7834 -21.3877 -7.2200
H -13.0639 -21.6439 -8.4721
H -12.4942 -22.2316 -10.0099
H -12.1851 -20.5481 -9.5362
H -10.9323 -23.0442 -8.2993
H -9.8134 -22.0171 -10.3881
H -8.8191 -22.1035 -8.9561
H -9.6134 -20.5547 -9.3785
H -10.8754 -20.3952 -7.2022
```